Record 1
C2H3ClO2S in the gas phase. Source: the OMol25 dataset; level of theory: wB97M-V/def2-TZVPD.

The geometry in XYZ format:
```
9
Properties=species:S:1:pos:R:3
Cl 2.473 0.367 -1.168
S -1.575 -0.422 0.632
O 1.783 -0.776 1.052
O -1.424 1.099 1.420
C 1.366 -0.408 -0.035
C -0.089 -0.480 -0.569
H -1.902 1.753 1.007
H -0.207 0.287 -1.278
H -0.425 -1.421 -1.062
```

As for the charge: 0. Its LUMO energy is 0.007 hartree. The structure (SMILES) is O=C(Cl)CSO. The calculation puts the HOMO energy at -0.3544 Ha.

---

Record 2
2 unconnected molecules or ions with the total composition C2H3ClO2S. Source: the OMol25 dataset; level of theory: wB97M-V/def2-TZVPD.

The geometry in XYZ format:
```
9
Properties=species:S:1:pos:R:3
Cl -1.041 0.902 1.690
S -2.524 -0.111 -0.108
O -3.212 -1.239 0.480
O -1.349 -0.463 -0.958
C 1.954 0.549 -0.251
C 0.980 -0.236 -0.107
H 2.122 1.662 0.081
H 2.837 0.008 -0.600
H 0.233 -1.072 -0.227
```

As for the charge: 0. Its LUMO energy is -0.099 hartree. The calculation puts the HOMO energy at -0.3484 Ha.

---

Record 3
C2H3ClO2S in the gas phase. Source: the OMol25 dataset; level of theory: wB97M-V/def2-TZVPD.

The geometry in XYZ format:
```
9
Properties=species:S:1:pos:R:3
Cl -0.322 -5.547 -0.305
S -1.006 -4.040 0.971
O -0.421 -2.370 -1.453
O -0.383 -1.396 0.668
C -0.523 -2.280 -0.250
C 0.081 -0.108 0.321
H 0.877 -0.056 0.935
H 0.307 -0.161 -0.659
H -0.771 0.539 0.566
```

As for the charge: 0. Its LUMO energy is 0.001 hartree. The structure (SMILES) is COC(=O)SCl. The calculation puts the HOMO energy at -0.3353 Ha.

---

Record 4
A molecular structure, C2H3ClO2S. Source: the OMol25 dataset; level of theory: wB97M-V/def2-TZVPD.

The geometry in XYZ format:
```
9
Properties=species:S:1:pos:R:3
Cl 2.748 -1.513 -0.159
S 2.833 0.452 -0.069
O 0.366 1.278 1.497
O 0.027 0.039 -0.443
C -1.397 -0.144 -0.357
C 0.607 0.693 0.508
H -1.943 0.862 -0.335
H -1.792 -0.754 -1.103
H -1.450 -0.915 0.461
```

As for the charge: 0. Its LUMO energy is 0.003 hartree. The calculation puts the HOMO energy at -0.3189 Ha.

---

Short version: max |F| = 4.5, 3.0, 4.3, 3.6 eV/A, in the order given.
Short version: DFT total energy = -1086.82710, -1086.70304, -1086.81016, -1086.79643 hartree, in the order given.